w | A molecular structure, C44H51NP2SiW. Source: OMol25; level of theory: the ωB97M-V functional and the def2-TZVPD basis.

## Properties
<S²>: 2.027
Total charge: +2
2S+1: 3
HOMO level (spin up / spin down), Eh: -0.47226 / -0.48727
Kohn-Sham gap (spin up / spin down), eV: 6.0 / 6.3

XYZ file:
```
100
C44H51NP2SiW | OMol25 | the ωB97M-V functional and the def2-TZVPD basis
W -0.589 0.406 -1.077
C -2.175 0.832 -5.300
C -2.194 -0.513 -5.186
C -1.644 -1.498 -6.149
C -0.352 -1.021 -6.850
C 0.596 -0.401 -5.864
C 0.725 0.899 -5.555
C -0.066 2.010 -6.169
C -1.556 1.656 -6.391
C 0.037 -1.241 0.147
H -2.909 1.387 -4.700
H -2.997 -0.975 -4.593
H -2.424 -1.746 -6.891
H -1.438 -2.445 -5.630
H 0.125 -1.914 -7.281
H -0.596 -0.381 -7.709
H 1.389 -1.107 -5.610
H 1.651 1.239 -5.091
H 0.366 2.310 -7.140
H 0.015 2.915 -5.547
H -2.116 2.597 -6.457
H -1.684 1.190 -7.375
H 0.850 -0.887 0.804
H 0.374 -2.142 -0.373
H -0.832 -1.488 0.777
P -1.220 -1.521 -2.327
P 1.760 0.210 -1.819
C 0.224 -1.623 -3.394
C 1.358 -0.839 -3.256
C -2.315 -2.964 -2.082
C -3.168 -3.456 -3.095
C -4.123 -4.438 -2.808
C -4.227 -4.949 -1.507
C -3.356 -4.511 -0.507
C -2.387 -3.553 -0.794
C -2.221 -0.024 -2.691
C -1.394 1.226 -2.888
C -2.073 2.498 -2.670
C -3.442 2.499 -2.476
C -4.190 1.315 -2.403
C -3.614 0.059 -2.473
C 3.255 -0.729 -1.285
C 3.234 -2.141 -1.267
C 4.422 -2.860 -1.139
C 5.642 -2.184 -1.019
C 5.660 -0.787 -0.944
C 4.472 -0.061 -1.056
C 2.400 1.930 -2.080
C 2.346 2.927 -1.086
C 2.654 4.251 -1.419
C 2.980 4.582 -2.739
C 3.084 3.573 -3.708
C 2.914 2.239 -3.343
H 0.250 -2.492 -4.059
H 2.279 -1.096 -3.826
H -3.067 -3.076 -4.113
H -4.781 -4.798 -3.600
H -4.981 -5.697 -1.278
H -3.423 -4.923 0.504
H -1.669 -3.261 -0.027
H -0.618 1.148 -3.656
H -1.456 3.403 -2.611
H -3.965 3.451 -2.376
H -5.268 1.380 -2.269
H -4.178 -0.867 -2.361
H 2.295 -2.680 -1.393
H 4.397 -3.949 -1.136
H 6.575 -2.749 -0.972
H 6.601 -0.256 -0.797
H 4.494 1.028 -0.996
H 2.082 2.677 -0.057
H 2.625 5.033 -0.658
H 3.153 5.624 -3.022
H 3.296 3.817 -4.750
H 3.187 1.425 -4.018
C 0.746 1.660 2.253
Si -1.020 1.102 2.368
C -1.228 -0.558 3.207
C -1.931 2.310 3.414
N -1.628 0.933 0.627
C -3.037 1.172 0.757
C -3.937 0.092 0.910
C -5.299 0.361 1.047
C -5.757 1.685 1.032
C -4.855 2.757 0.929
C -3.494 2.504 0.800
H 1.019 1.983 3.273
H 0.864 2.525 1.589
H 1.451 0.877 1.948
H -0.995 -0.369 4.267
H -2.259 -0.928 3.156
H -0.553 -1.340 2.838
H -1.886 3.330 3.030
H -2.982 2.044 3.562
H -1.442 2.290 4.391
H -3.530 -0.926 0.916
H -5.995 -0.471 1.168
H -6.828 1.895 1.129
H -5.209 3.786 0.957
H -2.744 3.297 0.737
```

x | A molecular structure, C44H51NP2SiW. Source: OMol25; level of theory: the ωB97M-V functional and the def2-TZVPD basis.

## Properties
<S²>: 2.086
Total charge: +2
2S+1: 3
HOMO level (spin up / spin down), Eh: -0.46438 / -0.46276
Kohn-Sham gap (spin up / spin down), eV: 5.4 / 5.4

XYZ file:
```
100
C44H51NP2SiW | OMol25 | the ωB97M-V functional and the def2-TZVPD basis
W -1.098 1.353 -1.001
C -2.034 0.465 -3.399
C -1.052 -0.599 -3.119
C 0.044 -0.690 -4.120
C 1.046 0.379 -3.713
C 0.641 0.992 -2.279
C 0.005 2.391 -2.313
C -0.718 2.762 -3.594
C -1.710 1.747 -4.205
C -0.422 -1.924 1.209
H -2.708 -0.011 -4.170
H -1.502 -1.557 -2.831
H -0.402 -0.495 -5.112
H 0.529 -1.669 -4.190
H 2.083 0.027 -3.668
H 1.073 1.172 -4.466
H 1.638 1.151 -1.869
H 0.773 3.146 -2.121
H 0.091 2.971 -4.320
H -1.251 3.725 -3.450
H -2.666 2.263 -4.426
H -1.291 1.452 -5.184
H -0.142 -0.876 1.326
H 0.399 -2.576 1.519
H -1.311 -2.090 1.834
P -0.803 -2.208 -0.532
P 2.752 -0.515 0.324
C 0.867 -2.249 -1.263
C 2.104 -1.728 -0.888
C -1.943 -3.631 -0.506
C -2.611 -4.066 -1.671
C -3.607 -5.038 -1.561
C -3.966 -5.550 -0.304
C -3.292 -5.129 0.847
C -2.273 -4.193 0.741
C -2.370 -0.363 -1.045
C -2.690 0.650 -2.072
C -3.174 1.899 -1.574
C -3.933 1.767 -0.356
C -4.244 0.502 0.113
C -3.377 -0.570 -0.098
C 4.285 -1.188 0.892
C 4.336 -2.582 1.094
C 5.513 -3.150 1.559
C 6.615 -2.342 1.849
C 6.532 -0.946 1.732
C 5.358 -0.360 1.268
C 3.332 1.103 -0.472
C 2.772 2.359 -0.111
C 3.282 3.554 -0.617
C 4.284 3.527 -1.593
C 4.758 2.296 -2.057
C 4.289 1.094 -1.511
H 0.903 -2.891 -2.168
H 2.942 -2.246 -1.385
H -2.332 -3.646 -2.635
H -4.088 -5.415 -2.463
H -4.759 -6.296 -0.221
H -3.529 -5.540 1.829
H -1.728 -3.916 1.636
H 0.247 0.114 -1.593
H -3.099 2.842 -2.144
H -4.409 2.678 0.034
H -5.136 0.328 0.728
H -3.506 -1.533 0.416
H 3.458 -3.189 0.873
H 5.558 -4.231 1.690
H 7.551 -2.796 2.173
H 7.375 -0.314 1.997
H 5.269 0.726 1.181
H 1.948 2.413 0.602
H 2.908 4.509 -0.235
H 4.691 4.468 -1.975
H 5.523 2.278 -2.841
H 4.681 0.148 -1.885
C 1.828 1.662 2.876
Si 0.000 1.235 2.964
C 0.039 -0.392 3.947
C -0.523 2.465 4.298
N -0.974 1.205 1.199
C -2.122 1.369 2.000
C -2.790 0.280 2.675
C -4.011 0.480 3.300
C -4.564 1.761 3.398
C -3.844 2.857 2.896
C -2.633 2.680 2.244
H 2.262 1.471 3.866
H 1.999 2.721 2.668
H 2.394 1.053 2.166
H 0.577 -0.153 4.878
H -0.944 -0.773 4.247
H 0.594 -1.199 3.459
H -0.493 3.495 3.927
H -1.521 2.264 4.705
H 0.198 2.378 5.120
H -2.362 -0.724 2.599
H -4.573 -0.381 3.684
H -5.535 1.908 3.871
H -4.251 3.869 2.996
H -2.028 3.518 1.875
```

Winner for stability: w